Entry 1:
Entry from the Open Molecules 2025 dataset: a 2-piece molecular cluster, C4H4PS overall (ωB97M-V/def2-TZVPD).

The geometry in XYZ format:
```
10
Properties=species:S:1:pos:R:3:mulliken_charge:R:1
C 0.04416 -0.15208 -0.84423 -0.46
C -0.60302 0.17324 0.37668 0.44
C 0.68848 -1.31293 -0.61785 -0.44
C -0.82134 -0.39520 1.53165 -0.57
P 0.19864 -1.84772 1.07515 0.01
S -0.67740 3.02980 -0.60608 -0.73
H 0.01659 0.45643 -1.73024 0.35
H -1.48718 3.27857 0.41656 -0.01
H 1.29142 -1.89686 -1.29247 0.39
H 1.34966 -1.33326 1.69083 0.02
```

Frontier orbital gap in eV: 6.674
Net charge: -1
LUMO level in eV: 3.4
Calculated total energy in eV: -24333.381

Entry 2:
Entry from the Open Molecules 2025 dataset: a 2-piece molecular cluster, H4NO2PS overall (ωB97M-V/def2-TZVPD).

The geometry in XYZ format:
```
9
Properties=species:S:1:pos:R:3:mulliken_charge:R:1
N -0.82293 -0.64337 -0.93865 -0.42
O -0.78305 -0.24865 1.46670 -0.55
O -1.14857 1.74044 0.12981 -0.56
P 1.61223 0.94251 -0.04286 -0.01
S -0.51078 0.47016 0.24008 0.91
H -0.52578 -0.47039 -1.86945 0.26
H -1.66654 -1.03449 -0.79518 0.23
H 1.79277 -0.30699 -0.40297 0.10
H 2.05265 -0.44923 2.21252 0.05
```

Frontier orbital gap (alpha / beta) in eV: 8.366 / 8.984
Net charge: 0
LUMO level (alpha / beta) in eV: -2.2 / -0.9
Calculated total energy in eV: -25768.868

Entry 3:
Entry from the Open Molecules 2025 dataset: C43H59F2MgN2O2Si as an isolated structure (ωB97M-V/def2-TZVPD).

The geometry in XYZ format:
```
110
Properties=species:S:1:pos:R:3:mulliken_charge:R:1
Mg -1.02166 0.25952 1.27409 0.54
C 3.52701 -4.70806 0.72022 -2.13
C 3.24402 -4.37955 2.18778 2.12
C 4.58861 -4.18418 2.89858 -1.76
C 2.52131 -5.58536 2.80749 -1.73
C 2.37800 -3.12349 2.34366 -0.99
C 1.89408 -2.42619 1.23899 -0.44
C 1.07278 -1.30633 1.37754 0.00
N 0.51825 -0.50369 0.37452 0.03
C 0.44114 -0.68732 -0.96116 0.14
C 0.77820 -1.86435 -1.66065 -1.08
C 0.80901 -1.91787 -3.04208 0.20
C 0.57233 -0.74423 -3.74449 -0.72
C 0.15874 0.44250 -3.11695 -0.45
C -0.08138 0.39897 -1.74299 0.52
O -0.75146 1.44530 -1.00756 -0.87
C 0.08603 1.69123 -4.01336 2.65
C 0.37400 2.98247 -3.22772 -1.69
C 1.19428 1.64330 -5.08349 -2.06
C -1.26213 1.69557 -4.74774 -1.79
C 1.14548 -3.21047 -3.79495 1.99
C 1.36977 -4.38894 -2.84371 -2.04
C 2.42525 -3.01109 -4.61768 -1.75
C -0.01407 -3.56616 -4.73659 -1.74
C 0.77646 -0.82406 2.70818 1.05
O 0.05189 0.30896 2.83138 -0.87
C 1.24907 -1.52924 3.82460 -0.84
C 2.03191 -2.67251 3.60984 0.10
C 0.91021 -1.04996 5.24269 2.62
C 1.46850 0.36507 5.46954 -1.31
C -0.61383 -1.04484 5.44159 -1.48
C 1.51140 -1.95590 6.32086 -2.35
H 4.15472 -5.60189 0.65954 0.52
H 4.05436 -3.89109 0.21828 0.38
H 2.60365 -4.90716 0.16929 0.39
H 5.20627 -5.08597 2.80921 0.44
H 4.44978 -3.97129 3.96111 0.32
H 5.13529 -3.34485 2.45862 0.37
H 3.10543 -6.50232 2.66115 0.47
H 1.53967 -5.71968 2.34393 0.35
H 2.36709 -5.44659 3.88107 0.32
H 2.19592 -2.72885 0.25054 0.84
H 0.97035 -2.74426 -1.07044 0.73
H 0.71645 -0.73451 -4.81791 0.24
H 1.37349 2.91734 -2.78535 0.49
H -0.31405 3.18077 -2.41847 -0.22
H 0.36044 3.84143 -3.90663 0.49
H 2.16106 1.40742 -4.63318 0.40
H 1.26773 2.62248 -5.56695 0.49
H 0.99521 0.91077 -5.86644 0.40
H -2.10362 1.56824 -4.06533 0.19
H -1.29382 0.85676 -5.44774 0.36
H -1.40716 2.62061 -5.31884 0.42
H 2.22369 -4.21561 -2.18173 0.33
H 1.57316 -5.29336 -3.42492 0.51
H 0.49056 -4.57603 -2.22170 0.37
H 3.25759 -2.72541 -3.96756 0.33
H 2.30222 -2.22698 -5.36957 0.32
H 2.69206 -3.93985 -5.13485 0.47
H -0.94195 -3.69050 -4.17122 0.37
H 0.19877 -4.50178 -5.26490 0.44
H -0.17874 -2.78269 -5.48064 0.30
H 2.38922 -3.22799 4.46746 0.33
H 1.05039 1.06354 4.74572 -0.03
H 2.55856 0.36422 5.36229 0.31
H 1.22352 0.70977 6.48264 0.46
H -1.09682 -0.38949 4.71828 0.10
H -0.86056 -0.70316 6.45489 0.44
H -1.01557 -2.05555 5.31386 0.27
H 2.60484 -1.98927 6.26406 0.39
H 1.13075 -2.98070 6.25213 0.39
H 1.23809 -1.56285 7.30625 0.45
F -3.85271 -0.91014 1.64781 -0.37
C -2.47245 -1.33669 1.50787 -0.44
F -2.52247 -2.16790 0.34506 -0.29
H -2.37745 -2.06956 2.31372 0.21
N 0.90774 2.73518 1.38786 -0.53
C 0.03776 3.79756 1.53809 0.17
C -0.34484 4.58382 0.44523 -0.10
C -1.26693 5.61005 0.60106 -0.23
C -1.81695 5.89325 1.84685 -0.69
C -1.41477 5.12990 2.94194 -0.58
C -0.49882 4.10082 2.79748 -0.10
H 1.03638 2.38481 0.45071 0.27
H 0.85321 1.98437 2.07772 0.09
H 0.06696 4.36208 -0.53389 0.36
H -1.57406 6.17989 -0.26925 0.29
H -2.54312 6.68830 1.96320 0.39
H -1.82822 5.33433 3.92322 0.37
H -0.20948 3.49335 3.64971 0.35
C -3.33054 0.35361 -1.50611 -1.37
Si -2.40796 1.80138 -0.84539 1.18
C -2.70888 2.12480 1.01244 -0.83
C -3.18156 3.39547 -1.55909 0.96
C -4.22583 3.94197 -0.79272 -0.66
C -4.94540 5.05736 -1.20076 -0.71
C -4.63900 5.68572 -2.39833 -0.52
C -3.62831 5.16208 -3.19193 -0.86
C -2.92670 4.03257 -2.78276 0.33
H -4.23820 0.17330 -0.91998 0.52
H -2.72213 -0.55523 -1.44663 0.24
H -3.61122 0.52653 -2.54850 0.46
H -3.66449 1.67735 1.30317 0.72
H -2.71839 3.19607 1.20531 0.19
H -1.99019 1.76226 1.74548 -0.27
H -4.50640 3.49255 0.15246 0.30
H -5.73792 5.44179 -0.56807 0.41
H -5.18470 6.56755 -2.71152 0.38
H -3.38017 5.62880 -4.13859 0.41
H -2.16302 3.66790 -3.43935 0.14
```

Frontier orbital gap in eV: 5.911
Net charge: -1
LUMO level in eV: 2.4
Calculated total energy in eV: -71387.417

no.,maximum force (hartree/bohr)
1,0.0564
2,0.0773
3,0.0213